Entry one
Computed, not measured: a molecular structure, C18H16MnN3O3S4, with wB97M-V/def2-TZVPD.

Computed properties:
molar mass: 505.55 g/mol
expectation value of S²: 8.77
spin multiplicity: 6
orbital gap (spin up / spin down): 5.774 / 5.928 eV
net charge: -1

Last column: Löwdin spin population.
Positions of all 45 atoms, in Å:
Mn1 -0.77 -1.52 -0.53  4.49
S1 2.18 -4.32 -4.54  0.01
S2 -1.24 -2.83 -2.27  0.10
S3 -0.70 -4.15 -4.84  0.00
S4 2.25 -3.08 -1.86  0.02
O1 3.02 -1.93 1.29  0.00
O2 0.81 -1.98 0.83  0.05
O3 0.90 -5.17 -6.66  0.00
N1 -1.78 -0.21 0.20  0.07
N2 2.19 -0.45 -0.20  0.00
N3 1.23 -0.27 -1.22  0.04
C1 -2.48 2.74 2.19  0.01
C2 0.16 2.68 0.42  0.01
C3 1.30 -3.60 -3.17  0.02
C4 -1.05 2.00 -1.55  0.01
C5 0.82 3.50 -1.73  0.01
C6 -2.11 1.41 1.97  0.01
C7 1.01 3.43 -0.36  0.00
C8 -2.20 0.50 3.03  0.01
C9 1.93 -1.52 0.63  0.01
C10 -0.05 -3.51 -3.32  0.02
C11 -0.23 2.80 -2.31  0.00
C12 -1.64 0.97 0.65  0.08
C13 2.83 -3.13 2.03  0.00
C14 0.81 -4.65 -5.58  0.00
C15 -0.88 1.95 -0.16  0.01
C16 -2.61 0.92 4.28  0.00
C17 -2.96 2.25 4.49  0.01
C18 -2.91 3.15 3.43  0.00
H1 1.44 -0.92 -2.00  0.00
H2 3.76 -3.31 2.55  0.00
H3 -3.26 2.58 5.47  0.00
H4 2.60 -3.94 1.34  0.00
H5 -1.92 -0.52 2.84  0.00
H6 1.84 3.96 0.10  0.00
H7 0.31 2.62 1.49  0.00
H8 1.48 4.11 -2.34  0.00
H9 2.00 -3.01 2.73  0.00
H10 -1.84 1.41 -2.00  0.00
H11 1.25 0.70 -1.54  0.00
H12 -2.66 0.22 5.10  0.00
H13 3.16 -0.38 -0.48  0.00
H14 -3.20 4.18 3.59  0.00
H15 -2.44 3.43 1.36  0.00
H16 -0.38 2.87 -3.38  0.00

***

Entry two
Computed, not measured: a molecular structure, C18H16MnN3O3S4, with wB97M-V/def2-TZVPD.

Computed properties:
molar mass: 505.55 g/mol
expectation value of S²: 8.76
spin multiplicity: 6
orbital gap (spin up / spin down): 5.644 / 5.861 eV
net charge: -1

Last column: Löwdin spin population.
Positions of all 45 atoms, in Å:
Mn1 1.56 0.27 -1.85  4.66
S1 0.37 -3.57 -4.48  0.00
S2 0.25 -0.69 -3.72  0.06
S3 3.35 -1.37 -2.15  0.06
S4 2.91 -4.11 -3.18  0.00
O1 2.50 2.30 -1.42  0.04
O2 2.17 3.99 -0.05  0.00
O3 1.53 -5.93 -4.49  0.00
N1 0.44 3.32 -1.42  0.00
N2 -0.07 2.36 -2.28  0.02
N3 0.37 0.46 -0.16  0.05
C1 -0.10 -4.44 1.09  0.00
C2 1.72 3.13 -0.99  0.01
C3 -1.18 0.59 1.66  0.00
C4 -0.75 1.84 2.11  0.00
C5 1.61 -4.77 -4.17  0.00
C6 -0.15 -2.47 -0.28  0.00
C7 1.14 -2.21 -3.67  0.01
C8 -2.43 0.12 2.06  0.00
C9 -0.07 -3.85 -0.16  0.00
C10 -2.80 2.14 3.32  0.00
C11 -1.55 2.60 2.94  0.00
C12 2.32 -2.46 -3.06  0.01
C13 -0.23 -3.65 2.23  0.00
C14 -0.29 -0.17 0.69  0.03
C15 -0.32 -2.27 2.11  0.00
C16 -0.27 -1.67 0.86  0.00
C17 1.33 5.03 0.44  0.00
C18 -3.24 0.90 2.87  0.00
H1 -0.70 1.75 -1.76  0.00
H2 -4.22 0.53 3.16  0.00
H3 -0.03 -5.52 1.18  0.00
H4 -0.49 2.78 -3.10  0.00
H5 0.03 -4.45 -1.05  0.00
H6 1.97 5.64 1.07  0.00
H7 0.23 2.18 1.79  0.00
H8 -1.20 3.56 3.30  0.00
H9 -0.41 -1.66 3.00  0.00
H10 -0.21 3.71 -0.74  0.00
H11 0.94 5.64 -0.37  0.00
H12 -0.13 -2.00 -1.25  0.00
H13 -2.77 -0.85 1.72  0.00
H14 -0.24 -4.11 3.21  0.00
H15 -3.43 2.74 3.97  0.00
H16 0.52 4.63 1.05  0.00

***

Relative stability in hartree, measured from the most stable structure: entry one 0.0296; entry two 0.0000

***

Entry one
Computed, not measured: a single C4H8N2OS molecule, with wB97M-V/def2-TZVPD.

Computed properties:
molar mass: 132.19 g/mol
SMILES: C=NNCCC(O)=S
spin multiplicity: 1
orbital gap: 8.732 eV

Last column: natural (NBO) charge in e.
Positions of all 16 atoms, in Å:
S1 3.70 -0.44 -0.02  -0.12
O1 1.40 -1.45 -0.57  -0.67
N1 -1.25 -0.74 -0.24  -0.26
N2 -1.20 0.58 -0.34  -0.42
C1 2.05 -0.43 -0.09  0.26
C2 0.07 1.22 -0.53  -0.23
C3 1.19 0.73 0.44  -0.53
C4 -2.30 -1.33 0.22  -0.14
H1 0.40 -1.31 -0.41  0.50
H2 0.71 0.40 1.38  0.22
H3 -0.07 2.29 -0.43  0.22
H4 1.88 1.56 0.66  0.25
H5 0.43 0.97 -1.54  0.21
H6 -3.07 -0.71 0.69  0.16
H7 -2.21 -2.40 0.38  0.20
H8 -1.74 1.04 0.40  0.34

***

Entry two
Computed, not measured: a single C4H8N2OS molecule, with wB97M-V/def2-TZVPD.

Computed properties:
molar mass: 132.19 g/mol
SMILES: N[C@H]1CON(C=S)C1
spin multiplicity: 1
orbital gap: 8.802 eV

Last column: natural (NBO) charge in e.
Positions of all 16 atoms, in Å:
S1 0.56 2.28 2.90  -0.12
O1 1.28 0.23 0.57  -0.34
N1 0.03 0.86 0.70  -0.15
N2 0.22 -0.26 -2.09  -0.82
C1 -0.94 0.14 -0.08  -0.26
C2 0.92 -1.14 0.18  -0.12
C3 -0.18 -0.87 -0.89  -0.10
C4 -0.37 1.58 1.75  -0.12
H1 2.00 -1.67 0.05  0.24
H2 -1.47 1.98 1.77  0.23
H3 0.69 0.68 -2.02  0.37
H4 -1.63 -0.43 0.58  0.21
H5 0.20 -1.50 1.14  0.18
H6 -1.52 0.75 -0.87  0.24
H7 0.94 -0.87 -2.40  0.35
H8 -0.72 -1.77 -1.29  0.23

***

Relative stability in hartree, measured from the most stable structure: entry one 0.0000; entry two 0.0775

***

Entry one
Computed, not measured: a single C4H8N2OS molecule, with wB97M-V/def2-TZVPD.

Computed properties:
molar mass: 132.19 g/mol
SMILES: NCCOCN=C=S
spin multiplicity: 1
orbital gap: 9.934 eV

Last column: natural (NBO) charge in e.
Positions of all 16 atoms, in Å:
S1 -3.38 1.08 1.76  0.02
O1 -0.25 -0.03 -1.12  -0.51
N1 2.18 -0.76 0.73  -0.84
N2 -2.59 0.13 -0.72  -0.49
C1 1.88 0.42 -0.08  -0.24
C2 0.39 0.73 -0.10  -0.08
C3 -1.36 -0.73 -0.72  0.11
C4 -2.96 0.56 0.34  0.24
H1 1.33 -1.21 1.05  0.35
H2 -1.24 -1.15 0.28  0.15
H3 2.18 0.26 -1.11  0.20
H4 2.40 1.30 0.31  0.18
H5 0.27 1.80 -0.32  0.19
H6 -0.05 0.57 0.88  0.17
H7 -1.53 -1.55 -1.41  0.20
H8 2.73 -1.43 0.21  0.36

***

Entry two
Computed, not measured: a single C4H8N2OS molecule, with wB97M-V/def2-TZVPD.

Computed properties:
molar mass: 132.19 g/mol
spin multiplicity: 1
orbital gap (spin up / spin down): 8.265 / 7.073 eV

Last column: natural (NBO) charge in e.
Positions of all 16 atoms, in Å:
S1 0.64 -0.32 0.60  0.68
O1 2.81 0.04 -0.71  -0.37
N1 -0.56 -1.26 -0.06  -0.76
N2 1.41 0.03 -0.81  -0.37
C1 -1.89 -0.98 0.21  -0.24
C2 -2.57 0.19 -0.65  -0.36
C3 3.29 0.85 0.32  -0.30
C4 -3.42 0.98 -0.14  -0.06
H1 -2.46 -1.74 -0.27  0.22
H2 3.14 0.27 1.27  0.17
H3 -0.35 -1.25 -1.08  0.40
H4 -2.01 0.21 -1.67  0.22
H5 -3.55 0.91 0.89  0.15
H6 4.49 0.95 0.17  0.21
H7 -1.89 -0.74 1.34  0.21
H8 2.93 1.87 0.60  0.20

***

Entry three
Computed, not measured: 2 unconnected molecules or ions with the total composition C4H8N2OS, with wB97M-V/def2-TZVPD.

Computed properties:
molar mass: 132.19 g/mol
spin multiplicity: 1
orbital gap: 9.000 eV

Last column: natural (NBO) charge in e.
Positions of all 16 atoms, in Å:
S1 -1.41 -2.05 -0.28  0.19
O1 1.82 0.30 -0.27  -0.50
N1 -1.95 0.60 0.79  -0.92
N2 0.23 -1.24 -0.13  -0.65
C1 -1.36 1.46 -0.25  0.09
C2 2.52 -0.72 0.45  -0.35
C3 0.55 -0.05 -0.34  0.52
C4 -0.30 0.96 -0.89  -0.46
H1 -2.80 1.29 1.40  0.38
H2 -1.97 -0.52 0.90  0.42
H3 0.18 1.68 -1.47  0.23
H4 3.03 -1.36 -0.61  0.20
H5 -1.81 -1.30 -1.31  0.12
H6 -1.80 2.63 -0.22  0.23
H7 1.65 -1.63 1.22  0.28
H8 3.41 -0.05 1.02  0.21

***

Entry four
Computed, not measured: a single C4H8N2OS molecule, with wB97M-V/def2-TZVPD.

Computed properties:
molar mass: 132.19 g/mol
SMILES: CN/N=C(\C)OC=S
spin multiplicity: 1
orbital gap: 8.917 eV

Last column: natural (NBO) charge in e.
Positions of all 16 atoms, in Å:
S1 3.68 -1.30 1.87  -0.03
O1 1.13 -1.08 1.44  -0.49
N1 0.27 -0.01 -0.40  -0.31
N2 -0.83 0.44 -1.10  -0.46
C1 -0.45 1.33 -2.18  -0.41
C2 0.06 -0.59 0.70  0.50
C3 -1.25 -0.88 1.35  -0.71
C4 2.37 -0.66 1.17  0.03
H1 -1.64 0.00 1.90  0.23
H2 -1.53 0.89 -0.48  0.34
H3 0.09 2.19 -1.83  0.18
H4 -1.97 -1.19 0.60  0.24
H5 0.19 0.77 -2.88  0.21
H6 2.40 0.16 0.44  0.20
H7 -1.37 1.62 -2.71  0.20
H8 -1.14 -1.69 2.10  0.25

***

Relative stability in hartree, measured from the most stable structure: entry one 0.0000; entry two 0.2673; entry three 0.2148; entry four 0.0219

***

Entry one
Computed, not measured: a single C4H8N2OS molecule, with wB97M-V/def2-TZVPD.

Computed properties:
molar mass: 132.19 g/mol
SMILES: NNC(=O)SC1CC1
spin multiplicity: 1
orbital gap: 9.607 eV

Last column: natural (NBO) charge in e.
Positions of all 16 atoms, in Å:
S1 -0.46 -1.12 -0.16  0.15
O1 -0.23 1.56 -0.08  -0.62
N1 -3.24 -0.45 0.11  -0.62
N2 -2.31 0.59 -0.11  -0.48
C1 2.08 0.35 -0.68  -0.41
C2 -0.98 0.61 -0.15  0.54
C3 1.30 -0.88 -0.22  -0.39
C4 1.99 -0.01 0.83  -0.42
H1 1.35 0.63 1.51  0.23
H2 -2.81 -1.05 0.86  0.37
H3 1.67 1.29 -1.07  0.26
H4 3.08 0.07 -1.09  0.21
H5 2.81 -0.31 1.38  0.21
H6 -2.66 1.54 0.14  0.39
H7 1.70 -1.85 -0.46  0.23
H8 -3.29 -0.96 -0.82  0.37

***

Entry two
Computed, not measured: a single C4H8N2OS molecule, with wB97M-V/def2-TZVPD.

Computed properties:
molar mass: 132.19 g/mol
SMILES: C/C=N/S/C=N/OC
spin multiplicity: 1
orbital gap: 9.432 eV

Last column: natural (NBO) charge in e.
Positions of all 16 atoms, in Å:
S1 -0.53 -0.01 0.96  0.43
O1 -0.57 -1.23 -2.63  -0.45
N1 0.86 0.89 1.35  -0.60
N2 -1.26 -0.78 -1.35  -0.17
C1 -0.27 -0.23 -0.80  -0.08
C2 2.31 2.47 2.38  -0.65
C3 -1.33 -2.41 -3.13  -0.26
C4 1.12 1.44 2.48  0.11
H1 2.82 2.52 1.33  0.24
H2 1.99 3.43 2.50  0.22
H3 -2.41 -2.12 -3.19  0.20
H4 -0.89 -2.55 -4.09  0.20
H5 0.36 1.33 3.38  0.18
H6 1.00 -0.11 -0.91  0.25
H7 -1.06 -3.27 -2.21  0.18
H8 3.03 2.40 3.26  0.22

***

Relative stability in hartree, measured from the most stable structure: entry one 0.0000; entry two 0.1260